Computed, not measured: a cluster of 2 separate species, C12H28N2O4S in total in a non-equilibrium geometry, with ωB97M-V/def2-TZVPD.

As for the spin multiplicity: 1. The energy above the lowest of the compared OMol25 structures with the same formula, charge and spin is 38.39 kcal per mole. Its HOMO-LUMO gap is 8.5904 eV.

Positions of all 47 atoms, in Å:
C  -5.2882  -0.5168  -3.4735
C  -4.0703  0.4741  -3.8223
N  -3.5169  1.1592  -2.6158
C  -2.0288  1.0612  -2.6061
C  -1.5648  -0.4135  -2.1552
O  -2.3661  -0.8727  -1.0348
S  -1.6524  -0.5547  0.4507
O  -0.5681  0.4932  0.3399
O  -2.8807  0.2494  1.3104
C  -3.9860  2.5449  -2.5056
C  -4.6670  3.1615  -1.1927
O  -3.8329  3.3463  -3.4604
H  -4.9714  -1.4062  -2.8368
H  -6.1495  0.0220  -2.9356
H  -5.7639  -0.9338  -4.4341
H  -3.2866  -0.1765  -4.3538
H  -4.4644  1.1902  -4.6161
H  -1.5488  1.8956  -2.0077
H  -1.6655  1.1705  -3.6947
H  -1.8368  -1.0978  -3.0376
H  -0.4448  -0.5159  -2.0168
H  -2.6436  1.2098  1.2549
H  -5.7405  2.8056  -1.0508
H  -4.0700  2.8922  -0.2590
H  -4.7240  4.2977  -1.3232
C  5.0784  -2.7585  1.1549
C  4.1533  -1.5473  1.1619
N  3.2263  -1.5263  2.2862
C  2.1564  -0.5431  2.1372
C  2.5494  0.9321  2.1017
C  3.8241  -1.6032  3.6147
C  4.8444  -0.5324  3.9990
H  4.5088  -3.6900  1.2034
H  5.6645  -2.7715  0.2325
H  5.7844  -2.7376  1.9885
H  3.5758  -1.5801  0.2321
H  4.7622  -0.6340  1.1206
H  1.4148  -0.6921  2.9297
H  1.6194  -0.7694  1.2089
H  2.8264  1.3014  3.0903
H  1.6957  1.5294  1.7691
H  3.3718  1.1282  1.4108
H  4.3076  -2.5807  3.7154
H  3.0294  -1.6197  4.3689
H  5.5760  -0.3462  3.2101
H  5.3994  -0.8562  4.8846
H  4.3635  0.4121  4.2566

Forces on the atoms, in the same order (eV/Å):
-0.5 0.1 -0.1
-1.4 -1.3 -0.9
-0.1 0.3 -0.2
0.9 -0.3 -0.7
-0.8 0.7 -1.9
1.6 0.9 0.9
0.6 2.0 0.8
-2.4 -2.1 -0.4
1.3 0.0 -1.4
0.3 3.0 -1.9
0.2 -0.3 -0.1
-0.5 -2.6 2.6
-0.3 1.3 -0.7
1.4 -0.7 -0.6
0.9 0.6 1.3
-0.9 1.2 1.0
0.7 -0.6 1.1
-0.7 -1.2 -0.4
-0.2 0.0 1.5
0.3 0.8 1.5
-1.4 0.4 0.2
-0.2 -0.8 0.0
1.5 0.1 -0.3
-0.8 0.3 -1.2
0.3 -1.8 0.1
0.1 0.0 0.1
0.1 -0.1 0.1
-0.4 0.0 0.1
-0.1 -0.1 -0.2
-0.1 0.3 0.1
0.2 -0.3 0.0
0.1 0.2 0.2
0.0 0.1 0.1
0.0 0.0 0.1
0.0 0.0 0.0
-0.2 0.1 0.2
0.1 0.0 -0.1
0.2 -0.1 0.1
0.2 0.0 0.0
0.1 0.0 -0.1
0.0 -0.1 0.0
0.0 0.0 0.0
0.0 0.0 -0.1
-0.1 0.1 -0.2
-0.1 0.0 0.0
0.0 0.0 -0.1
0.1 0.0 -0.1